{
  "formula": "C31H46BClN6Sn",
  "method": "ωB97M-V with the def2-TZVPD basis set",
  "elements": ["Sn", "C", "C", "C", "C", "N", "N", "B", "N", "N", "C", "C", "C", "C", "C", "C", "C", "C", "N", "N", "C", "C", "C", "C", "C", "C", "C", "C", "C", "C", "C", "C", "H", "H", "H", "H", "H", "H", "H", "H", "H", "H", "H", "H", "H", "H", "H", "H", "H", "H", "H", "H", "H", "H", "H", "H", "H", "H", "H", "H", "H", "H", "H", "H", "H", "H", "H", "H", "H", "H", "H", "H", "Cl", "C", "C", "C", "C", "C", "C", "C", "H", "H", "H", "H", "H", "H"],
  "xyz": [[0.27912, -0.60863, 0.36717], [-2.77461, 3.08596, -3.02226], [-2.27723, 1.73675, -2.62156], [-2.57480, 0.52373, -3.21305], [-1.87333, -0.43694, -2.47444], [-1.19643, 0.16506, -1.49997], [-1.44526, 1.49591, -1.58882], [-0.83800, 2.56479, -0.65071], [-1.35012, 2.38069, 0.79134], [-1.21395, 1.23095, 1.49282], [-1.88194, 1.38122, 2.63697], [-2.41369, 2.67802, 2.69418], [-2.06595, 3.27718, 1.50100], [-2.41888, 4.65346, 1.04041], [-2.03142, 0.31597, 3.69369], [-1.49347, -1.03014, 3.22793], [-1.25915, 0.76016, 4.94577], [-3.52131, 0.16872, 4.03177], [0.70241, 2.54942, -0.76501], [1.47762, 1.45231, -0.58227], [2.73090, 1.79954, -0.87337], [2.76913, 3.15393, -1.22620], [1.46323, 3.59400, -1.14990], [0.95505, 4.96640, -1.44666], [3.92390, 0.88021, -0.81179], [3.49412, -0.55813, -0.55724], [4.83744, 1.34612, 0.33339], [4.68438, 0.95178, -2.14284], [-1.87607, -1.92375, -2.72985], [-1.00031, -2.67078, -1.72827], [-1.34604, -2.17660, -4.14970], [-3.31958, -2.43741, -2.61990], [-3.43730, 2.98220, -3.87875], [-3.32824, 3.55957, -2.21113], [-1.95309, 3.74762, -3.29807], [-3.21517, 0.36382, -4.06433], [-1.20838, 3.62936, -1.02127], [-2.99991, 3.12106, 3.48251], [-2.97193, 5.15781, 1.83012], [-1.52980, 5.24198, 0.81294], [-3.04131, 4.62714, 0.14524], [-0.41111, -0.98537, 3.08932], [-1.68870, -1.79807, 3.97499], [-1.96645, -1.34732, 2.29181], [-0.21662, 0.96481, 4.69641], [-1.69907, 1.66790, 5.36254], [-1.28452, -0.02033, 5.70903], [-4.08470, -0.12823, 3.14539], [-3.65848, -0.59435, 4.80066], [-3.93385, 1.10660, 4.40563], [3.62887, 3.73897, -1.50762], [1.79591, 5.61072, -1.69427], [0.26379, 4.96103, -2.29006], [0.43411, 5.39106, -0.58840], [2.95966, -0.62133, 0.39081], [2.83972, -0.92231, -1.35403], [4.36160, -1.21628, -0.49752], [4.28823, 1.35784, 1.27677], [5.69062, 0.67204, 0.43543], [5.21112, 2.35281, 0.14308], [4.03805, 0.64414, -2.96664], [5.03805, 1.96342, -2.34146], [5.54886, 0.28528, -2.11358], [0.03602, -2.32399, -1.77545], [-1.36904, -2.53867, -0.70664], [-1.00474, -3.73878, -1.94609], [-0.33437, -1.78045, -4.25391], [-1.32403, -3.24805, -4.35919], [-1.98054, -1.69406, -4.89334], [-3.72621, -2.22318, -1.63006], [-3.95908, -1.95983, -3.36259], [-3.34968, -3.51674, -2.78248], [-0.60309, -4.75877, 2.39084], [0.61265, -3.68898, 3.04758], [0.68907, -3.58733, 4.42260], [1.59471, -2.71609, 5.01543], [2.43185, -1.97159, 4.19739], [2.35678, -2.09646, 2.82114], [1.44183, -2.95654, 2.17196], [1.30665, -2.96160, 0.73250], [0.02810, -4.19265, 5.02979], [1.64598, -2.62820, 6.09242], [3.15557, -1.29221, 4.63163], [3.06020, -1.54247, 2.20977], [0.77475, -3.82960, 0.34979], [2.26761, -2.86948, 0.22080]],
  "mulliken_charge": [1.07, -1.35, 0.69, -1.07, -0.63, 0.78, 0.10, -1.11, 0.16, 0.79, -0.63, -1.18, 0.72, -1.30, 2.57, -1.26, -1.83, -1.86, 0.22, 0.76, -0.54, -1.26, 0.72, -1.34, 2.62, -0.97, -1.84, -1.84, 2.55, -1.91, -1.82, -1.79, 0.37, 0.21, 0.22, 0.55, -0.11, 0.50, 0.38, 0.18, 0.19, -0.45, 0.65, 0.21, 0.36, 0.39, 0.45, 0.40, 0.45, 0.36, 0.50, 0.38, 0.22, 0.18, -0.80, 0.34, 0.50, 0.35, 0.44, 0.40, 0.40, 0.36, 0.45, 0.21, 0.15, 0.59, 0.36, 0.44, 0.38, 0.36, 0.38, 0.44, -0.25, 0.52, -0.61, -0.42, -0.95, 0.21, 0.16, -1.72, 0.45, 0.39, 0.40, 0.37, 0.60, 0.32],
  "energy_ev": -60867.004,
  "homo_energy_ha": -0.226,
  "lumo_ev": 0.4,
  "orbital_gap_ev": 6.60
}


{
  "formula": "C31H46Br48IN3O6P",
  "method": "ωB97M-V with the def2-TZVPD basis set",
  "elements": ["C", "C", "C", "I", "N", "C", "C", "C", "C", "C", "C", "O", "C", "C", "O", "N", "C", "C", "O", "C", "C", "O", "P", "N", "O", "O", "H", "H", "H", "H", "H", "H", "H", "H", "H", "H", "H", "H", "H", "H", "H", "H", "H", "H", "H", "H", "H", "H", "H", "H", "H", "H", "H", "H", "H", "H", "C", "Br", "Br", "Br", "H", "C", "Br", "Br", "Br", "H", "C", "Br", "Br", "Br", "H", "C", "Br", "Br", "Br", "H", "C", "Br", "Br", "Br", "H", "C", "Br", "Br", "Br", "H", "C", "Br", "Br", "Br", "H", "C", "Br", "Br", "Br", "H", "C", "Br", "Br", "Br", "H", "C", "Br", "Br", "Br", "H", "C", "Br", "Br", "Br", "H", "C", "Br", "Br", "Br", "H", "C", "Br", "Br", "Br", "H", "C", "Br", "Br", "Br", "H", "C", "Br", "Br", "Br", "H", "C", "Br", "Br", "Br", "H"],
  "xyz": [[-3.35536, -2.58516, 3.90811], [-4.04027, -1.18333, 3.92179], [-3.16427, -0.08288, 4.54139], [-4.45816, 1.16295, 5.74548], [-2.29239, 0.79568, 3.55844], [-1.26070, 1.40288, 4.49383], [0.00965, 2.03249, 3.88688], [1.27243, 1.15328, 4.07226], [2.03277, 0.73398, 2.80744], [2.43041, 1.84166, 1.82734], [2.78566, 1.19847, 0.47778], [2.64331, 2.14214, -0.60203], [3.05962, 1.55270, -1.77993], [2.07603, 0.67104, -2.49292], [4.17184, 1.75001, -2.20030], [-3.14542, 1.80195, 3.00553], [-3.94223, 1.47379, 1.82760], [-5.43969, 1.42258, 1.99035], [-3.43009, 1.36598, 0.74002], [-2.75839, 3.23501, 2.96664], [-2.10263, 3.84282, 1.75111], [-3.04052, 3.91371, 3.91197], [-1.47671, -0.24248, 2.27693], [-0.50482, -1.26713, 2.87063], [-2.60628, -0.97752, 1.42933], [-0.82436, 0.78963, 1.26009], [-2.37286, -2.58016, 4.37896], [-3.22439, -2.95001, 2.88680], [-4.01690, -3.30746, 4.39255], [-4.90105, -1.30260, 4.58112], [-4.43311, -0.96454, 2.93087], [-2.54247, -0.55428, 5.29793], [-1.77427, 2.10034, 5.15652], [-0.87768, 0.62226, 5.15356], [0.20537, 2.91702, 4.50367], [-0.10619, 2.43310, 2.87730], [1.97535, 1.68923, 4.71907], [1.02356, 0.22798, 4.60332], [1.51567, -0.08836, 2.31419], [2.97367, 0.28867, 3.16182], [1.62142, 2.55031, 1.61736], [3.27693, 2.40528, 2.23281], [3.77364, 0.71964, 0.48082], [2.06772, 0.37513, 0.29265], [2.41045, 0.48057, -3.51381], [1.07108, 1.10336, -2.54194], [2.00759, -0.30182, -1.99030], [-5.79889, 0.39424, 2.06091], [-5.85791, 1.83861, 1.06762], [-5.79161, 2.04876, 2.81109], [-1.67003, 3.09571, 1.08694], [-1.35217, 4.53433, 2.14017], [-2.84492, 4.44517, 1.21811], [-0.43026, -1.26159, 3.88215], [-2.79499, -0.60822, 0.54642], [-1.31752, 0.87895, 0.42655], [-0.66672, 2.22673, -4.78008], [-1.01892, 2.26992, -2.88180], [0.65074, 0.90579, -5.23757], [-2.28999, 1.97824, -5.77271], [-0.26496, 3.19365, -5.05536], [0.51021, 4.79185, -8.01532], [0.14325, 3.04569, -8.73237], [-0.92404, 5.42386, -6.89329], [2.19560, 4.84470, -7.09245], [0.58026, 5.47226, -8.85259], [-1.18120, -7.21937, 3.51736], [-2.23238, -7.49412, 5.10675], [-0.08161, -5.64501, 3.65647], [-0.13760, -8.76882, 3.07431], [-1.87155, -7.05371, 2.70264], [-6.51030, -0.91697, 9.12777], [-5.37500, 0.40894, 9.92741], [-7.98703, -0.11659, 8.19013], [-5.49695, -2.09032, 7.98629], [-6.92217, -1.52270, 9.92254], [4.12146, 5.65687, 0.01032], [5.96997, 5.91758, 0.46583], [2.94781, 6.44081, 1.31442], [3.72701, 6.29841, -1.75314], [3.93973, 4.58981, 0.00972], [4.02918, -2.50127, -0.00924], [2.21686, -2.08998, 0.49792], [4.85493, -3.72200, 1.21833], [4.12719, -3.12610, -1.82716], [4.59233, -1.57853, 0.03674], [1.15928, -5.62258, -1.51136], [-0.11721, -4.17510, -1.43432], [1.76574, -6.14378, 0.23284], [0.47178, -7.11753, -2.50318], [2.02297, -5.24664, -2.04195], [-1.40383, -5.09295, -6.09218], [-2.75654, -5.66654, -4.85440], [-0.42984, -3.54047, -5.47691], [-0.20837, -6.54356, -6.50298], [-1.90236, -4.80772, -7.00986], [8.46012, -1.86820, -0.32352], [7.16025, -0.44146, -0.27271], [8.98217, -2.41912, 1.44196], [7.83370, -3.34803, -1.37623], [9.33953, -1.47320, -0.81185], [-4.01903, -1.13367, -2.77113], [-3.32364, 0.31994, -1.70073], [-5.28130, -0.49826, -4.07232], [-2.58604, -2.12387, -3.59439], [-4.55446, -1.79561, -2.10560], [-1.36845, 0.02711, 11.59548], [-2.39894, -1.44510, 12.27492], [-1.41813, 0.08962, 9.66954], [-1.92210, 1.70015, 12.36108], [-0.34002, -0.13794, 11.88320], [9.52125, 7.27130, -1.37743], [8.56506, 8.93584, -1.27382], [9.91916, 6.57235, 0.37308], [8.59485, 5.98522, -2.46635], [10.46689, 7.47350, -1.85939], [-3.66303, -6.92603, -8.74535], [-4.62215, -8.55886, -8.44189], [-3.04318, -6.79122, -10.56050], [-4.68443, -5.37627, -8.23015], [-2.78437, -6.96000, -8.11222], [3.94075, 2.81827, -10.99363], [2.89419, 4.43405, -11.06268], [4.13689, 2.15939, -9.19666], [3.23469, 1.46980, -12.16682], [4.92875, 3.07012, -11.35123], [-1.10749, -10.52732, -6.64008], [0.49428, -9.98064, -5.72576], [-2.68261, -10.10042, -5.61778], [-1.17476, -9.79725, -8.41989], [-1.07000, -11.60217, -6.74396], [-0.34375, 9.22393, 1.74146], [-0.83923, 8.07293, 0.28221], [0.38715, 8.21707, 3.20926], [0.83992, 10.62019, 1.16956], [-1.24719, 9.69276, 2.10437]],
  "mulliken_charge": [-1.41, 0.34, -0.92, 0.18, 0.77, -1.75, 0.34, -1.70, 0.07, -0.78, -0.11, -0.22, 0.67, 0.71, -0.63, 0.79, 0.34, -1.57, -0.36, 0.47, -0.93, -0.52, 0.22, -0.44, -0.39, -0.20, 0.24, 0.33, 0.38, 0.75, -0.41, 0.66, 0.53, 0.79, 0.72, -0.17, 0.51, 0.49, -0.40, 0.68, 0.25, 0.51, 0.20, -0.06, 0.31, -0.85, -0.07, 0.29, 0.47, 0.36, 0.03, 0.43, 0.40, 0.27, 0.15, 0.12, -0.24, -0.17, 0.17, 0.01, 0.18, -0.31, 0.01, -0.07, 0.02, 0.35, -0.31, -0.04, 0.00, -0.02, 0.35, -0.38, 0.03, -0.01, 0.00, 0.36, 0.51, 0.03, 0.02, -0.02, -0.49, 0.41, 0.18, -0.01, -0.02, -0.39, -0.23, 0.17, -0.03, -0.03, 0.17, -0.29, 0.02, -0.13, 0.00, 0.34, -0.37, 0.04, 0.00, -0.01, 0.35, -0.49, 0.06, -0.04, 0.15, 0.40, -0.40, 0.01, 0.04, 0.01, 0.34, -0.36, 0.01, -0.02, 0.01, 0.34, 0.42, 0.00, 0.00, -0.06, -0.36, -0.31, -0.02, 0.00, 0.00, 0.35, -0.31, -0.04, -0.03, -0.01, 0.37, -0.33, -0.01, -0.07, 0.01, 0.36],
  "energy_ev": -3429064.239,
  "charge": 1,
  "homo_energy_ha": -0.413,
  "lumo_ev": -3.7,
  "orbital_gap_ev": 7.50
}